[1]
Entry from OMol25: C30H31BrCrN4O7PS2 as an isolated structure in a non-equilibrium geometry (ωB97M-V with the def2-TZVPD basis set).

Geometry (Å):
Cr: -0.60 -0.14 1.29
C: -4.35 -2.18 0.87
C: -3.38 -1.06 0.95
N: -2.03 -1.44 1.12
C: -1.68 -2.70 0.79
C: -2.55 -3.77 0.59
C: -3.95 -3.45 0.71
C: -2.01 -5.04 0.30
C: -0.66 -5.25 0.19
C: 0.25 -4.17 0.32
C: 1.64 -4.23 0.13
C: 2.39 -3.08 0.22
C: 1.77 -1.86 0.52
N: 0.47 -1.77 0.73
C: -0.28 -2.90 0.62
H: -5.40 -1.91 0.92
H: -3.66 -0.33 1.71
H: -4.68 -4.26 0.66
H: -2.69 -5.87 0.16
H: -0.27 -6.23 -0.05
H: 2.11 -5.18 -0.09
H: 3.45 -3.09 0.05
H: 2.32 -0.93 0.59
O: 0.91 1.13 1.61
S: 0.14 2.43 1.49
O: 0.57 3.39 2.47
O: 0.11 2.89 0.13
S: -1.75 1.77 1.97
O: -3.55 -0.25 -0.32
C: -2.62 0.54 -0.81
O: -1.40 0.40 -0.65
C: -3.17 1.65 -1.63
C: -2.32 2.71 -1.95
C: -2.83 3.84 -2.56
C: -4.18 3.89 -2.86
C: -5.04 2.84 -2.56
C: -4.53 1.72 -1.94
N: -4.74 5.09 -3.50
O: -3.97 5.99 -3.76
O: -5.93 5.11 -3.72
H: -1.28 2.66 -1.66
H: -2.21 4.69 -2.79
H: -6.09 2.92 -2.80
H: -5.17 0.89 -1.68
Br: 4.06 3.80 -4.13
C: 3.24 2.62 -2.90
C: 1.97 2.12 -3.15
C: 1.45 1.22 -2.24
N: 2.09 0.82 -1.14
C: 3.29 1.34 -0.91
C: 3.92 2.23 -1.75
H: 1.42 2.42 -4.03
H: 0.46 0.79 -2.39
H: 3.78 1.02 0.01
H: 4.90 2.62 -1.53
C: 2.12 -1.97 4.99
C: 1.57 -1.62 3.61
P: -0.01 -0.67 3.54
C: 0.33 0.57 4.86
C: -0.70 1.65 5.22
C: -1.19 -1.87 4.30
C: -2.54 -1.24 4.68
H: 3.00 -2.61 4.88
H: 1.39 -2.51 5.59
H: 2.42 -1.08 5.54
H: 1.42 -2.54 3.03
H: 2.30 -1.01 3.07
H: 1.26 1.04 4.56
H: 0.52 -0.04 5.75
H: -0.50 2.57 4.68
H: -0.63 1.87 6.29
H: -1.72 1.35 5.01
H: -0.72 -2.32 5.18
H: -1.34 -2.65 3.55
H: -2.49 -0.76 5.65
H: -3.31 -2.01 4.72
H: -2.85 -0.50 3.94

Computed properties:
Molar mass in g/mol: 786.61
Spin multiplicity: 2
ΔE to the lowest compared entry with this formula, charge and spin in kJ/mol: 100.13
Strongest force on any atom in eV/A: 1.86
Orbital gap (spin up / spin down) in eV: 7.06 / 7.10

Here are the Löwdin charges for atoms 1 to 5, given in e:
1. Cr 0.41
2. C 0.01
3. C -0.28
4. N -0.05
5. C -0.18

[2]
Entry from OMol25: C30H31BrF5N3ReSSi2 as an isolated structure (ωB97M-V with the def2-TZVPD basis set).

Geometry (Å):
Re: -0.69 1.40 -0.61
C: -3.61 -1.63 -1.96
Si: -3.06 -0.05 -1.14
C: -2.39 1.03 -2.60
C: -4.47 0.94 -0.44
C: -1.74 -0.25 0.25
C: -0.39 -0.57 -0.08
C: 1.18 -2.14 -0.93
C: 2.77 -1.80 -2.99
C: 2.39 -0.60 -3.46
C: 1.37 0.29 -2.95
N: 0.46 0.10 -2.06
Si: -2.57 -0.73 1.93
C: -3.80 -2.06 1.48
C: -3.44 0.69 2.79
C: -1.33 -1.57 3.06
H: -4.25 -1.39 -2.81
H: -4.19 -2.24 -1.27
H: -2.78 -2.24 -2.32
H: -3.32 1.51 -2.94
H: -2.04 0.37 -3.40
H: -1.67 1.89 -2.62
H: -5.21 1.08 -1.24
H: -4.15 1.94 -0.12
H: -4.98 0.47 0.39
H: 0.62 -3.02 -0.60
H: 3.61 -2.25 -3.51
H: 2.94 -0.19 -4.29
H: 1.38 1.29 -3.38
H: -4.63 -1.72 0.87
H: -4.23 -2.45 2.41
H: -3.32 -2.90 0.97
H: -4.50 0.47 2.89
H: -3.35 1.64 2.27
H: -3.04 0.82 3.80
H: -0.66 -2.23 2.51
H: -1.90 -2.20 3.74
H: -0.75 -0.90 3.67
F: 4.93 2.03 -3.58
C: 4.41 1.83 -2.39
C: 3.23 2.49 -2.03
F: 2.64 3.32 -2.89
C: 2.67 2.23 -0.80
F: 1.49 2.84 -0.52
C: 3.22 1.34 0.12
S: 2.71 1.22 1.79
C: 4.40 0.71 -0.27
F: 5.02 -0.13 0.54
C: 4.98 0.93 -1.51
F: 6.08 0.30 -1.86
Br: 4.48 -4.48 -2.02
C: 3.41 -3.24 -1.10
C: 3.68 -2.87 0.15
C: 2.86 -1.90 0.88
C: 1.71 -1.51 0.33
C: 0.12 -1.16 -1.39
C: 2.24 -2.67 -1.90
N: 0.75 -0.60 0.80
C: 1.05 0.30 1.88
C: 0.09 1.42 2.26
C: 0.08 1.80 3.60
C: -0.53 2.98 3.99
C: -1.15 3.76 3.03
C: -1.17 3.31 1.73
N: -0.57 2.16 1.36
H: 4.54 -3.30 0.66
H: 3.22 -1.52 1.82
H: -0.67 -1.64 -1.97
H: 1.80 -3.51 -2.44
H: 1.23 -0.28 2.79
H: 0.59 1.19 4.33
H: -0.52 3.28 5.03
H: -1.63 4.70 3.28
H: -1.67 3.87 0.95

Computed properties:
Molar mass in g/mol: 882.94
Spin multiplicity: 4
ΔE to the lowest compared entry with this formula, charge and spin in kJ/mol: 0.00
Charge: +2
Strongest force on any atom in eV/A: 0.72
Orbital gap (spin up / spin down) in eV: 6.49 / 5.98

Here are the Löwdin charges for atoms 1 to 5, given in e:
1. Re 1.44
2. C -0.14
3. Si 0.45
4. C -0.20
5. C -0.16